Record 1
This record from the OMol25 dataset describes a 11-piece molecular cluster, C5H31NO11 overall. The level of theory is wB97M-V/def2-TZVPD.

Last column: Mulliken charge in e.
Positions of all 48 atoms, in Å:
O: 0.9901 -0.5043 0.2778  -0.234
C: 0.3029 0.1579 1.0286  -1.057
C: -0.0007 1.5314 0.3724  0.204
C: -1.0956 2.3489 1.0147  0.780
C: -1.0154 3.7707 0.3887  -1.738
C: -2.4646 1.7135 0.7566  -1.270
N: -0.3035 1.1639 -1.1217  -0.246
H: -0.1854 -0.0931 1.9626  0.264
H: 0.8933 2.1623 0.2740  0.686
H: -0.9374 2.5915 2.1029  0.369
H: -2.0522 4.1161 0.4305  0.460
H: -0.4285 4.4786 0.9417  0.407
H: -0.5603 3.8717 -0.6073  0.326
H: -2.5721 0.6731 0.7053  0.327
H: -2.9303 2.3011 -0.0831  0.301
H: -3.1613 1.9307 1.5810  0.313
H: -0.9728 0.4052 -1.0090  -0.136
H: -0.6368 1.9194 -1.6627  0.279
H: 2.7534 1.1073 1.1233  0.378
H: 4.1078 1.4541 1.6036  0.321
O: 3.2345 1.8616 1.5290  -0.664
H: 2.6167 -0.4691 -0.3703  0.365
H: 2.4788 0.3449 -1.6400  0.366
O: 3.0165 -0.3615 -1.2602  -0.696
H: 0.5767 0.9269 3.9267  0.243
H: 1.6105 1.9591 3.1279  0.272
O: 0.8826 1.3238 3.1033  -0.523
H: 2.2594 -1.6700 1.0330  0.461
H: 2.5561 -3.1913 1.2574  0.303
O: 2.4184 -2.3473 1.6989  -0.717
H: -0.8664 -2.2815 -2.1220  0.253
H: -2.0598 -2.1614 -3.1549  0.274
O: -1.8095 -2.2101 -2.2267  -0.568
H: -3.9534 0.3552 -1.0831  0.301
H: -2.9244 -0.7933 -1.1869  0.257
O: -3.0420 0.1520 -1.2984  -0.632
H: 1.1749 -0.3266 -2.5967  0.254
H: 1.4084 -0.8602 -4.0428  0.237
O: 1.0073 -1.0632 -3.1894  -0.573
H: 0.2976 -3.5920 -0.2755  0.359
H: 0.3907 -3.8732 1.2943  0.341
O: -0.1646 -3.9917 0.4935  -0.734
H: -1.2062 -2.8106 0.5289  0.327
H: -2.6383 -2.4639 0.7622  0.283
O: -1.8137 -1.9854 0.7649  -0.569
H: 1.3076 -2.7234 -2.4703  0.335
H: 2.1576 -2.1634 -1.2015  0.296
O: 1.3531 -2.6844 -1.4815  -0.585

The value obtained for the energy above the lowest of the compared OMol25 structures with the same formula, charge and spin is 103.0 kcal/mol. For the LUMO energy, the calculation gives 0.331 eV. The HOMO-LUMO gap is 9.53 eV. The value obtained for the HOMO energy is -9.20 eV.


Record 2
This record from the OMol25 dataset describes a 7-piece molecular cluster, C32H84N6O10 overall. The level of theory is wB97M-V/def2-TZVPD.

Last column: Mulliken charge in e.
Positions of all 132 atoms, in Å:
C: -10.4027 -11.2697 7.4339  -1.067
C: -9.9762 -12.4180 6.5977  0.618
C: -9.5819 -13.8002 7.3462  -0.538
O: -9.1496 -14.7787 6.4276  -0.222
C: -9.1419 -16.1196 6.8976  -0.894
N: -11.1032 -12.6811 5.6541  -0.937
H: -10.6025 -10.4022 6.8049  0.226
H: -9.5221 -10.8988 7.9584  -0.032
H: -11.2677 -11.4372 8.0756  0.418
H: -9.1632 -12.1716 5.9147  0.266
H: -10.4336 -14.1434 7.9335  0.533
H: -8.8701 -13.5208 8.1230  0.129
H: -8.5620 -16.7164 6.1936  0.292
H: -10.1558 -16.5097 6.8079  0.390
H: -8.6234 -16.2882 7.8415  0.155
H: -11.1532 -12.0290 4.8845  0.267
H: -10.7886 -13.4995 5.1528  0.283
C: -5.6559 -15.5727 7.7705  -1.426
C: -5.1897 -15.2920 9.2020  0.752
C: -6.2750 -15.1888 10.3303  -1.154
O: -6.7156 -13.8090 10.5373  0.200
C: -6.6635 -13.3997 11.9097  -1.121
N: -4.3232 -16.3824 9.5155  -0.770
H: -6.3376 -14.8235 7.3680  0.210
H: -6.1401 -16.5405 7.6398  0.325
H: -4.8164 -15.5517 7.0755  0.479
H: -4.5752 -14.3950 9.2779  0.181
H: -5.9430 -15.7438 11.2077  0.483
H: -7.0855 -15.8480 10.0192  0.139
H: -7.0512 -12.3906 11.7697  0.121
H: -5.6536 -13.5581 12.2881  0.314
H: -7.2718 -14.0499 12.5384  0.395
H: -4.6813 -17.2953 9.2738  0.271
H: -3.4651 -16.3147 8.9871  0.302
C: -17.9584 -10.8715 13.7771  -1.679
C: -16.5057 -11.3180 13.6833  0.500
C: -16.3942 -12.8774 13.6307  -0.978
O: -15.1274 -13.3182 13.4249  0.434
C: -14.9965 -14.7567 13.5265  -1.669
N: -15.9231 -10.7894 12.5397  0.079
H: -18.3876 -11.3934 14.6323  0.525
H: -18.5765 -11.1406 12.9206  0.239
H: -17.9487 -9.7922 13.9289  0.335
H: -16.0692 -11.0742 14.6519  0.061
H: -17.0366 -13.1916 12.8081  0.413
H: -16.7910 -13.2288 14.5832  0.373
H: -15.0645 -14.9935 14.5882  0.339
H: -14.0070 -15.0480 13.1742  0.418
H: -15.6204 -15.3396 12.8490  0.312
H: -16.5059 -11.0569 11.7594  0.167
H: -14.9661 -11.0059 12.3003  0.112
C: -9.4981 -5.9528 17.9581  -0.855
O: -9.0467 -6.8021 16.8855  -0.203
C: -9.7972 -8.0048 16.7444  -0.487
C: -9.8574 -9.0466 17.9187  -0.320
N: -8.5087 -9.4657 18.3395  -0.502
C: -8.5563 -10.1718 19.6740  -0.743
C: -9.5347 -11.3430 19.8298  -0.652
O: -10.7385 -10.8648 20.3342  -0.078
C: -11.7067 -11.8471 20.4519  -1.082
H: -8.6892 -5.2338 18.0881  0.297
H: -9.6023 -6.4442 18.9255  0.271
H: -10.4865 -5.5114 17.8299  0.319
H: -9.3736 -8.7008 16.0204  0.126
H: -10.7878 -7.6822 16.4239  0.347
H: -10.5176 -9.8460 17.5823  0.267
H: -10.2616 -8.5921 18.8232  0.277
H: -7.9104 -8.6537 18.3935  0.300
H: -8.7675 -9.4942 20.5012  0.277
H: -7.5422 -10.5608 19.7660  0.501
H: -9.1304 -12.0443 20.5597  0.451
H: -9.6047 -11.9814 18.9490  0.398
H: -12.6504 -11.3177 20.5834  0.237
H: -11.5398 -12.4503 21.3443  0.396
H: -11.9912 -12.3710 19.5394  0.256
C: -18.7190 -9.2095 10.2041  -0.939
O: -17.6626 -8.5592 10.9054  -0.257
C: -16.6519 -8.1312 9.9751  -0.528
C: -15.6152 -7.1012 10.5480  -1.005
N: -14.3060 -7.2097 9.8353  0.071
C: -14.3569 -6.8992 8.3976  -0.446
C: -14.5650 -5.3967 8.2550  -0.841
O: -15.9447 -5.1366 8.3984  -0.094
C: -16.4900 -3.8632 7.9778  -0.890
H: -19.3475 -8.4726 9.7041  0.320
H: -19.4017 -9.7298 10.8760  0.276
H: -18.2802 -9.9438 9.5286  0.384
H: -16.9852 -7.7172 9.0234  0.535
H: -16.1591 -9.0582 9.6819  0.321
H: -15.4608 -7.4166 11.5799  0.391
H: -15.9910 -6.0798 10.6083  0.287
H: -13.9632 -8.1270 10.0827  0.018
H: -14.9805 -7.6070 7.8515  0.355
H: -13.3701 -7.0836 7.9729  0.319
H: -14.3578 -5.0908 7.2295  0.513
H: -13.8586 -4.9286 8.9405  0.289
H: -17.5541 -4.0702 8.0914  0.219
H: -16.3783 -3.6412 6.9165  0.294
H: -16.0056 -3.1707 8.6662  0.346
C: -10.6444 -7.5346 10.7117  -1.037
O: -10.9478 -8.9103 10.3629  -0.128
C: -9.9166 -9.8405 10.6156  0.353
C: -9.5254 -10.0136 12.1384  -0.407
N: -10.5359 -10.6829 13.0150  -0.239
C: -11.7566 -9.8713 13.1787  0.479
C: -12.7815 -10.6259 13.9903  -0.983
O: -12.2426 -10.8927 15.2341  0.325
C: -12.8404 -11.9817 15.9270  -0.644
H: -11.4757 -7.0104 11.1832  0.271
H: -10.2931 -7.0680 9.7914  0.156
H: -9.8142 -7.4784 11.4157  0.423
H: -9.0039 -9.5956 10.0723  0.085
H: -10.2112 -10.7701 10.1286  0.039
H: -9.2133 -9.0511 12.5437  0.159
H: -8.6317 -10.6306 12.2318  -0.192
H: -10.2695 -10.9718 13.9454  0.293
H: -12.1071 -9.6564 12.1693  -0.092
H: -11.5038 -8.9240 13.6549  0.254
H: -12.9454 -11.4711 13.3219  0.329
H: -13.7602 -10.1518 13.9159  0.243
H: -12.6046 -11.8804 16.9863  -0.302
H: -12.3787 -12.8991 15.5619  0.405
H: -13.9044 -12.1035 15.7240  0.070
C: -8.8433 -7.2560 6.4100  -1.528
C: -8.4853 -8.2524 7.4775  0.343
O: -7.4778 -9.0601 7.0045  -0.185
H: -9.2149 -7.7122 5.4924  0.366
H: -7.9788 -6.6252 6.2034  0.335
H: -9.6749 -6.5876 6.6330  0.410
H: -9.4798 -8.6394 7.6998  -0.205
H: -8.2384 -7.6497 8.3515  0.106
H: -7.0450 -9.6081 7.6633  0.195

As for the expectation value of S²: 0.750. Its net charge is -1. The value obtained for the energy above the lowest of the compared OMol25 structures with the same formula, charge and spin is 0.0 kcal/mol. For the LUMO energy (spin up / spin down), the calculation gives 2.327 / 2.266 eV. The HOMO-LUMO gap (spin up / spin down) is 1.38 / 8.38 eV. As for the spin multiplicity: 2. The value obtained for the HOMO energy (spin up / spin down) is 0.95 / -6.11 eV.


> Which formula does entry 2 have?

C32H84N6O10


What did the first record say?
This record from the OMol25 dataset describes a 11-piece molecular cluster, C5H31NO11 overall. The level of theory is wB97M-V/def2-TZVPD.

Last column: Mulliken charge in e.
Positions of all 48 atoms, in Å:
O: 0.9901 -0.5043 0.2778  -0.234
C: 0.3029 0.1579 1.0286  -1.057
C: -0.0007 1.5314 0.3724  0.204
C: -1.0956 2.3489 1.0147  0.780
C: -1.0154 3.7707 0.3887  -1.738
C: -2.4646 1.7135 0.7566  -1.270
N: -0.3035 1.1639 -1.1217  -0.246
H: -0.1854 -0.0931 1.9626  0.264
H: 0.8933 2.1623 0.2740  0.686
H: -0.9374 2.5915 2.1029  0.369
H: -2.0522 4.1161 0.4305  0.460
H: -0.4285 4.4786 0.9417  0.407
H: -0.5603 3.8717 -0.6073  0.326
H: -2.5721 0.6731 0.7053  0.327
H: -2.9303 2.3011 -0.0831  0.301
H: -3.1613 1.9307 1.5810  0.313
H: -0.9728 0.4052 -1.0090  -0.136
H: -0.6368 1.9194 -1.6627  0.279
H: 2.7534 1.1073 1.1233  0.378
H: 4.1078 1.4541 1.6036  0.321
O: 3.2345 1.8616 1.5290  -0.664
H: 2.6167 -0.4691 -0.3703  0.365
H: 2.4788 0.3449 -1.6400  0.366
O: 3.0165 -0.3615 -1.2602  -0.696
H: 0.5767 0.9269 3.9267  0.243
H: 1.6105 1.9591 3.1279  0.272
O: 0.8826 1.3238 3.1033  -0.523
H: 2.2594 -1.6700 1.0330  0.461
H: 2.5561 -3.1913 1.2574  0.303
O: 2.4184 -2.3473 1.6989  -0.717
H: -0.8664 -2.2815 -2.1220  0.253
H: -2.0598 -2.1614 -3.1549  0.274
O: -1.8095 -2.2101 -2.2267  -0.568
H: -3.9534 0.3552 -1.0831  0.301
H: -2.9244 -0.7933 -1.1869  0.257
O: -3.0420 0.1520 -1.2984  -0.632
H: 1.1749 -0.3266 -2.5967  0.254
H: 1.4084 -0.8602 -4.0428  0.237
O: 1.0073 -1.0632 -3.1894  -0.573
H: 0.2976 -3.5920 -0.2755  0.359
H: 0.3907 -3.8732 1.2943  0.341
O: -0.1646 -3.9917 0.4935  -0.734
H: -1.2062 -2.8106 0.5289  0.327
H: -2.6383 -2.4639 0.7622  0.283
O: -1.8137 -1.9854 0.7649  -0.569
H: 1.3076 -2.7234 -2.4703  0.335
H: 2.1576 -2.1634 -1.2015  0.296
O: 1.3531 -2.6844 -1.4815  -0.585

The value obtained for the energy above the lowest of the compared OMol25 structures with the same formula, charge and spin is 103.0 kcal/mol. For the LUMO energy, the calculation gives 0.331 eV. The HOMO-LUMO gap is 9.53 eV. The value obtained for the HOMO energy is -9.20 eV.